Record 1
ORCA calculation (wB97M-V/def2-TZVPD) on C52H46ClCrO3PSSb2 as an isolated structure.

CARTESIAN COORDINATES (ANGSTROEM)
Cr1 -0.331 0.480 1.577
O1 3.201 2.114 2.450
S1 1.792 1.966 2.275
O2 1.103 1.017 3.176
O3 1.369 1.599 0.888
C1 1.006 3.522 2.626
C2 1.675 4.368 3.497
C3 1.065 5.537 3.925
C4 -0.207 5.851 3.477
C5 -0.872 5.001 2.605
C6 -0.288 3.815 2.172
P1 -1.184 2.728 0.978
C7 -2.929 3.178 1.278
C8 -3.415 2.945 2.567
C9 -4.753 3.131 2.863
C10 -5.633 3.549 1.872
C11 -5.159 3.793 0.594
C12 -3.815 3.604 0.295
C13 -0.711 3.490 -0.617
C14 0.378 4.353 -0.716
C15 0.763 4.864 -1.947
C16 0.068 4.522 -3.097
C17 -1.003 3.645 -3.015
C18 -1.379 3.123 -1.787
H1 2.672 4.100 3.822
H2 1.584 6.199 4.605
H3 -0.688 6.764 3.803
H4 -1.861 5.268 2.255
H5 -2.736 2.625 3.349
H6 -5.111 2.943 3.867
H7 -6.682 3.690 2.100
H8 -5.835 4.132 -0.181
H9 -3.466 3.823 -0.704
H10 0.946 4.624 0.163
H11 1.617 5.525 -2.004
H12 0.365 4.930 -4.054
H13 -1.541 3.351 -3.908
H14 -2.184 2.402 -1.756
C19 2.374 0.523 -2.494
C20 1.105 -0.258 -2.895
C21 -0.130 -0.069 -1.992
Sb1 -0.537 -1.656 -0.586
C22 -2.675 -1.438 -0.582
C23 -3.282 -0.192 -0.689
C24 -4.660 -0.051 -0.590
C25 -5.454 -1.167 -0.372
C26 -4.863 -2.419 -0.259
C27 -3.485 -2.551 -0.363
C28 -0.587 -3.138 -2.155
C29 0.432 -4.070 -2.323
C30 0.402 -4.977 -3.378
C31 -0.656 -4.967 -4.272
C32 -1.677 -4.040 -4.115
C33 -1.642 -3.131 -3.067
Sb2 3.965 0.037 -1.058
C34 3.322 -1.538 0.245
C35 3.353 -2.898 -0.041
C36 2.967 -3.831 0.918
C37 2.539 -3.420 2.169
C38 2.555 -2.069 2.484
C39 2.963 -1.146 1.536
C40 5.012 -1.178 -2.495
C41 6.356 -0.899 -2.736
C42 7.069 -1.584 -3.714
C43 6.442 -2.561 -4.471
C44 5.101 -2.846 -4.252
C45 4.394 -2.157 -3.277
H15 2.089 1.542 -2.219
H16 3.016 0.588 -3.378
H17 1.321 -1.323 -3.029
H18 0.825 0.103 -3.890
H19 -1.040 -0.012 -2.594
H20 -0.032 0.864 -1.436
H21 -2.672 0.693 -0.827
H22 -5.110 0.932 -0.666
H23 -6.528 -1.064 -0.288
H24 -5.476 -3.294 -0.082
H25 -3.041 -3.538 -0.280
H26 1.253 -4.098 -1.631
H27 1.207 -5.691 -3.495
H28 -0.688 -5.678 -5.087
H29 -2.506 -4.022 -4.812
H30 -2.445 -2.411 -2.970
H31 3.710 -3.247 -1.002
H32 3.004 -4.888 0.682
H33 2.218 -4.147 2.905
H34 2.263 -1.733 3.469
H35 3.043 -0.110 1.825
H36 6.862 -0.137 -2.152
H37 8.112 -1.349 -3.887
H38 6.995 -3.100 -5.230
H39 4.601 -3.601 -4.846
H40 3.343 -2.389 -3.136
Cl1 0.721 -5.073 5.343
C46 -0.052 -3.702 4.591
C47 -0.855 -3.893 3.479
C48 -1.464 -2.799 2.887
C49 -1.295 -1.500 3.380
C50 -1.910 -0.329 2.701
C51 -0.479 -1.349 4.508
C52 0.139 -2.433 5.112
H41 -1.004 -4.890 3.086
H42 -2.102 -2.953 2.024
H43 -2.195 0.426 3.441
H44 -2.806 -0.620 2.148
H45 -0.313 -0.357 4.909
H46 0.770 -2.297 5.981

Output
energy relative to the best compared isomer or geometry (same formula, charge and spin)	0.0	kcal/mol
E	-4959.51505	a.u.
expectation value of S²	6.05
spin multiplicity	5
highest occupied orbital energy (alpha / beta)	-0.279 / -0.273	hartree
HOMO-LUMO gap (alpha / beta)	7.514 / 7.557	eV
LUMO energy (alpha / beta)	-0.084 / 0.127	eV

Record 2
ORCA calculation (wB97M-V/def2-TZVPD) on a 2-piece molecular cluster, C9H14O overall in a non-equilibrium geometry.

CARTESIAN COORDINATES (ANGSTROEM)
C1 2.987 -1.984 -0.417
C2 1.546 -1.716 -0.050
C3 1.042 -2.016 1.235
C4 -0.159 -1.539 1.708
C5 -0.967 -0.835 0.831
O1 -2.211 -0.410 1.263
C6 -0.554 -0.575 -0.462
C7 0.752 -0.881 -0.831
H1 3.367 -1.034 -0.837
H2 3.076 -2.723 -1.227
H3 3.653 -2.317 0.361
H4 1.599 -2.679 1.894
H5 -0.455 -1.735 2.742
H6 -2.959 -0.946 1.007
H7 -1.285 -0.355 -1.216
H8 1.290 -0.390 -1.623
C8 -0.815 3.318 -0.241
C9 -1.814 2.255 -0.802
H9 -0.475 3.971 -1.035
H10 -1.289 3.891 0.549
H11 0.068 2.690 -0.009
H12 -1.820 1.407 -0.151
H13 -1.726 1.945 -1.844
H14 -2.849 2.659 -0.844

Output
energy relative to the best compared isomer or geometry (same formula, charge and spin)	27.6	kcal/mol
E	-426.52882	a.u.
structure (SMILES)	Cc1ccc(O)cc1.CC
highest occupied orbital energy	-0.323	hartree
HOMO-LUMO gap	9.682	eV
LUMO energy	0.892	eV

Record 3
ORCA calculation (wB97M-V/def2-TZVPD) on a 2-piece molecular cluster, C4H13N2O overall in a non-equilibrium geometry.

CARTESIAN COORDINATES (ANGSTROEM)
C1 1.863 2.332 -1.389
C2 2.244 1.105 -0.567
C3 1.007 0.282 -0.233
C4 -0.309 0.777 -0.231
N1 -1.297 0.085 0.619
N2 1.280 -0.866 0.568
H1 1.332 1.988 -2.278
H2 1.183 3.077 -0.965
H3 2.712 2.942 -1.726
H4 2.791 0.513 -1.315
H5 2.861 1.227 0.341
H6 -0.631 1.674 -0.727
H7 -1.700 0.692 1.346
H8 -0.846 -0.756 0.992
H9 -2.096 -0.200 0.054
H10 1.264 -1.850 0.289
H11 2.224 -0.754 0.942
H12 -4.673 -2.804 0.806
H13 -3.481 -3.311 1.640
O1 -3.740 -2.996 0.778

Output
energy relative to the best compared isomer or geometry (same formula, charge and spin)	58.2	kcal/mol
E	-344.78832	a.u.
expectation value of S²	0.76
spin multiplicity	2
highest occupied orbital energy (alpha / beta)	-0.113 / -0.275	hartree
HOMO-LUMO gap (alpha / beta)	3.690 / 7.991	eV
LUMO energy (alpha / beta)	0.623 / 0.498	eV

Record 4
ORCA calculation (wB97M-V/def2-TZVPD) on C16H22BrCl4CsF5MgO4P as an isolated structure in a non-equilibrium geometry.

CARTESIAN COORDINATES (ANGSTROEM)
C1 2.766 -1.116 -0.245
C2 2.440 -0.317 -1.576
C3 3.108 1.127 -1.619
C4 2.056 2.247 -2.010
O1 1.046 2.239 -0.993
P1 -0.314 3.186 -1.402
Br1 -2.076 4.630 -1.808
C5 -1.235 2.318 0.030
F1 -1.991 3.264 0.714
F2 -0.299 1.885 0.960
C6 -2.140 1.143 -0.407
C7 -3.537 1.169 0.060
C8 -4.500 0.015 -0.301
C9 -4.006 -1.183 -1.134
C10 -2.539 -1.136 -1.604
C11 -1.838 -2.304 -2.473
F3 -2.781 -3.193 -3.085
F4 -0.947 -1.806 -3.322
F5 -1.070 -3.124 -1.546
C12 -1.697 0.014 -1.225
H1 1.821 -1.650 0.065
H2 3.105 -0.434 0.569
H3 3.529 -1.970 -0.493
H4 1.329 -0.145 -1.574
H5 2.655 -0.910 -2.501
H6 3.844 1.105 -2.467
H7 3.652 1.373 -0.673
H8 2.636 3.213 -2.024
H9 1.675 2.006 -3.039
H10 -0.308 2.777 -2.762
H11 0.451 4.349 -1.064
H12 -3.946 2.023 0.697
H13 -5.626 -0.012 0.015
H14 -4.677 -2.046 -1.389
H15 -0.652 -0.021 -1.604
C13 6.000 2.861 1.152
Cl1 4.727 4.027 0.765
Cl2 5.353 1.213 1.149
Cl3 7.340 3.002 0.015
H16 6.371 3.079 2.148
C14 -0.195 -2.966 1.270
O2 -0.039 -2.671 2.647
C15 -1.178 -2.304 3.248
O3 -2.262 -2.215 2.713
O4 -0.910 -2.057 4.524
C16 -2.040 -1.650 5.301
H17 0.779 -3.251 0.874
H18 -0.885 -3.805 1.134
H19 -0.545 -2.085 0.727
H20 -2.797 -2.434 5.319
H21 -2.458 -0.719 4.915
H22 -1.694 -1.479 6.318
Cs1 -6.787 0.953 0.061
Cl4 4.499 -2.497 -2.013
Mg1 -3.212 -3.718 -1.040

Output
E	-6398.48869	a.u.
total charge	+2
highest occupied orbital energy	-0.429	hartree
HOMO-LUMO gap	1.848	eV
LUMO energy	-9.836	eV